Record 1
This record from the OMol25 dataset describes an isolated molecule of C28H31N7O2S. The level of theory is wB97M-V/def2-TZVPD.

XYZ file:
```
69
Properties=species:S:1:pos:R:3
C -4.1252 -3.1617 -1.3456
O -4.1973 -1.8934 -0.7467
C -5.4284 -1.4051 -0.3675
C -6.6136 -2.0732 -0.6342
C -7.8398 -1.5327 -0.2833
C -7.8865 -0.3100 0.3557
C -6.7111 0.3541 0.6465
C -5.4600 -0.1576 0.2961
N -4.3346 0.5748 0.6546
C -3.0327 -0.0056 0.8688
C -2.1014 0.2300 -0.3307
N -2.0406 1.6440 -0.6098
C -0.9644 2.4460 -0.4859
O -0.9893 3.6298 -0.7844
C 0.2841 1.8226 0.0299
S 0.3299 1.2005 1.6670
C 2.0400 0.9767 1.5427
N 2.7873 0.6177 2.5772
C 4.0763 0.5857 2.3218
N 4.6451 0.6871 1.1375
C 3.8814 0.9107 0.0653
N 4.4887 0.7886 -1.1510
C 5.8724 0.3554 -1.1267
C 5.9394 -1.1545 -0.7787
N 4.6888 -1.7873 -1.1506
C 3.7144 -2.0335 -0.2056
C 4.0207 -2.4785 1.0899
C 2.9870 -2.7147 1.9683
C 1.6730 -2.5399 1.5478
C 1.4719 -2.1497 0.2397
N 2.4505 -1.8952 -0.6125
C 4.2243 -1.2809 -2.4243
C 3.7676 0.1886 -2.2600
C 2.5174 1.2606 0.2476
C 1.5014 1.8319 -0.5824
C 1.7178 2.5040 -1.9016
C -3.3415 2.2143 -0.8782
C -4.2516 1.9829 0.3402
H -4.5275 -3.9423 -0.6918
H -3.0638 -3.3455 -1.5112
H -4.6482 -3.1875 -2.3075
H -6.5947 -3.0242 -1.1425
H -8.7457 -2.0721 -0.5126
H -8.8327 0.1226 0.6429
H -6.7530 1.2914 1.1799
H -3.1274 -1.0689 1.0726
H -2.5895 0.4831 1.7472
H -1.1066 -0.1634 -0.1302
H -2.5167 -0.2782 -1.2075
H 4.7364 0.4050 3.1593
H 6.2910 0.5529 -2.1161
H 6.4102 0.9377 -0.3806
H 6.1083 -1.2691 0.2890
H 6.7584 -1.6341 -1.3254
H 5.0422 -2.6358 1.3962
H 3.1983 -3.0368 2.9774
H 0.8427 -2.7034 2.2149
H 0.4740 -2.0161 -0.1623
H 3.3888 -1.8917 -2.7628
H 5.0500 -1.3674 -3.1343
H 3.9586 0.7578 -3.1748
H 2.7053 0.1909 -2.0345
H 2.7692 2.7393 -2.0391
H 1.3762 1.8871 -2.7323
H 1.1391 3.4256 -1.9172
H -3.2116 3.2802 -1.0710
H -3.7744 1.7296 -1.7602
H -5.2415 2.3820 0.1265
H -3.8286 2.5159 1.2007
```

Summary:
ΔE to the lowest compared entry with this formula, charge and spin in eV: 0.046
Max |F| in eV/Å: 0.8
HOMO level in eV: -7.5469
SMILES string: COc1ccccc1N1CCN(C(=O)c2sc3ncnc(N4CCN(c5ccccn5)CC4)c3c2C)CC1
DFT total energy in eV: -54900.5202
Charge: 0


Record 2
This record from the OMol25 dataset describes a structure of composition C28H32As2N2O2PPd. The level of theory is wB97M-V/def2-TZVPD.

XYZ file:
```
68
Properties=species:S:1:pos:R:3
Pd 0.1056 0.6565 -0.2816
N -0.7349 -1.6313 2.2534
C -0.0371 -1.3363 3.3861
C 0.1486 -2.1304 4.4581
C 1.0067 -1.6794 5.5351
C 1.5206 -0.4463 5.6203
C 1.1529 0.5466 4.5930
C 1.6235 0.3889 2.6719
P -1.0035 2.3732 0.9067
C -2.7881 2.4401 0.6607
C -3.5435 1.2667 0.6564
C -4.9068 1.3165 0.4088
C -5.5213 2.5339 0.1470
C -4.7758 3.7042 0.1420
C -3.4137 3.6600 0.4007
C -0.6640 3.0942 2.5044
C 0.6428 3.5158 2.7747
C 0.9479 4.1187 3.9843
C -0.0438 4.2933 4.9405
C -1.3434 3.8647 4.6860
C -1.6586 3.2770 3.4740
H -0.9613 -2.5900 2.0595
H -0.7016 -0.9909 1.4744
H -0.3270 -3.0983 4.5096
H 1.2309 -2.3904 6.3204
H 2.1392 -0.1361 6.4498
H 0.6542 1.4450 4.9557
H -3.0635 0.3154 0.8560
H -5.4907 0.4057 0.4206
H -6.5842 2.5700 -0.0518
H -5.2564 4.6528 -0.0568
H -2.8377 4.5780 0.4095
H 1.4198 3.3821 2.0301
H 1.9593 4.4491 4.1792
H 0.1930 4.7642 5.8855
H -2.1150 4.0020 5.4319
H -2.6754 2.9641 3.2731
C -1.0315 3.0611 -3.0902
As -0.7028 1.2439 -2.4960
C -2.2446 0.2957 -3.2264
C 0.7656 0.6166 -3.6075
C 1.0854 1.2268 -4.8137
C 2.1712 0.7841 -5.5574
C 2.9397 -0.2741 -5.0988
C 2.6227 -0.8940 -3.8976
C 1.5414 -0.4556 -3.1445
As 1.0559 -1.2766 -1.4455
C 0.0521 -2.8300 -2.0457
C 2.6858 -2.0575 -0.7514
H -0.1350 3.6613 -2.9487
H -1.8360 3.4635 -2.4750
H -1.3357 3.0876 -4.1357
H -2.0582 0.0340 -4.2665
H -3.1187 0.9432 -3.1654
H -2.4391 -0.6022 -2.6437
H 0.4980 2.0598 -5.1799
H 2.4190 1.2711 -6.4910
H 3.7905 -0.6163 -5.6728
H 3.2355 -1.7177 -3.5531
H 0.7039 -3.4878 -2.6188
H -0.7695 -2.5007 -2.6788
H -0.3472 -3.3674 -1.1872
H 3.2079 -2.6427 -1.5061
H 2.4094 -2.7091 0.0769
H 3.3199 -1.2597 -0.3726
O 2.2441 1.0038 3.6930
N 0.5137 -0.0373 3.4072
O 1.9537 0.2829 1.5215
```

Summary:
ΔE to the lowest compared entry with this formula, charge and spin in eV: 0.000
Max |F| in eV/Å: 0.5
Expectation value of S²: 2.016
HOMO level (alpha / beta) in eV: -9.7329 / -10.1252
DFT total energy in eV: -171069.9973
2S+1: 3
Charge: +1


Record 3
This record from the OMol25 dataset describes a structure of composition C28H32AuN2O4P2S2. The level of theory is wB97M-V/def2-TZVPD.

XYZ file:
```
71
Properties=species:S:1:pos:R:3
Au -0.5376 0.0225 -0.4197
C 2.4374 4.7588 -0.3688
C 2.1224 3.2850 -0.5557
O 1.1552 2.8044 0.3738
P -0.3720 3.3282 0.3866
S -0.9459 4.2411 -1.2601
S -1.4590 1.7624 1.1164
O -0.4382 4.4157 1.5564
C -0.2568 4.1239 2.9427
C 1.2120 4.0587 3.3233
H 3.3131 5.0197 -0.9581
H 2.6400 4.9653 0.6789
H 1.5964 5.3738 -0.6882
H 3.0087 2.6727 -0.3614
H 1.7643 3.0909 -1.5723
H -0.7589 3.1831 3.1973
H -0.7516 4.9483 3.4607
H 1.7046 3.2448 2.7947
H 1.3040 3.8945 4.3955
H 1.7049 4.9938 3.0668
O -0.4782 -1.4467 -3.0162
C -0.4404 -1.7398 -1.8220
C -0.3786 -2.9306 -1.1196
C -0.2204 -4.1549 -1.8418
C -0.1008 -5.3504 -1.1997
C -0.1647 -5.4314 0.2035
C -0.3329 -4.2777 0.9364
C -0.4404 -3.0395 0.3097
P -0.5797 -1.5678 1.3060
C 0.8994 -1.3975 2.3189
C 1.9191 -0.5717 1.8449
C 3.0924 -0.4380 2.5574
C 3.2653 -1.1394 3.7420
C 2.2621 -1.9760 4.2089
C 1.0817 -2.1107 3.5042
C -1.9592 -1.7734 2.4173
C -2.0031 -1.0702 3.6262
C -3.1356 -1.1406 4.4097
C -4.2327 -1.8777 3.9829
C -4.2077 -2.5337 2.7601
C -3.0816 -2.4741 1.9692
H -0.1751 -4.0915 -2.9199
H 0.0466 -6.2539 -1.7720
H -0.0838 -6.3837 0.6988
H -0.4000 -4.3164 2.0167
H 1.7635 -0.0181 0.9253
H 3.8710 0.2191 2.1971
H 4.1835 -1.0339 4.3010
H 2.4044 -2.5210 5.1312
H 0.2947 -2.7542 3.8722
H -1.1488 -0.4845 3.9319
H -3.1733 -0.6059 5.3480
H -5.1172 -1.9292 4.6002
H -5.0743 -3.0814 2.4158
H -3.0407 -2.9681 1.0062
N 0.0207 1.2988 -2.0311
C -0.2342 1.2177 -3.1674
N -0.4961 1.2869 -4.4247
C -1.5564 0.5172 -5.0530
C -0.9511 -0.5843 -5.9350
O 0.0002 -0.0660 -6.8407
C 1.0466 0.5838 -6.1615
C 0.5124 1.7720 -5.3494
H -2.1470 1.2112 -5.6605
H -2.1865 0.0669 -4.2856
H -1.7274 -1.0451 -6.5473
H -0.4904 -1.3463 -5.2910
H 1.7456 0.9234 -6.9273
H 1.5559 -0.1170 -5.4805
H 0.0338 2.5011 -6.0122
H 1.3165 2.2567 -4.7923
```

Summary:
ΔE to the lowest compared entry with this formula, charge and spin in eV: 1.655
Max |F| in eV/Å: 1.9
Expectation value of S²: 0.780
HOMO level (alpha / beta) in eV: -5.7089 / -7.5851
DFT total energy in eV: -84666.2488
2S+1: 2
Charge: 0


Record 4
This record from the OMol25 dataset describes a structure of composition C28H32BrF6N4O6ReS2. The level of theory is wB97M-V/def2-TZVPD.

XYZ file:
```
80
Properties=species:S:1:pos:R:3
Re 0.7421 1.3921 1.0686
C 5.3859 -0.2631 -1.6396
C 4.0174 -0.3825 -1.8246
C 3.1350 0.1603 -0.9065
C 3.6172 0.8449 0.2033
C 4.9948 0.9683 0.3915
C 5.8675 0.4094 -0.5257
N 2.6983 1.4440 1.1480
N 3.3209 2.1015 2.0998
C 2.4813 2.7752 2.8816
C 2.9263 3.5270 3.9897
C 1.9991 4.1683 4.7550
C 0.6301 4.0619 4.4263
C 0.2517 3.3321 3.3413
N 1.1645 2.6961 2.5537
H 6.0727 -0.6926 -2.3561
H 3.6269 -0.9050 -2.6874
H 2.0744 0.0382 -1.0647
H 5.3782 1.5012 1.2455
H 6.9329 0.5082 -0.3686
H 3.9853 3.5611 4.1969
H 2.3043 4.7508 5.6129
H -0.1242 4.5533 5.0227
H -0.7819 3.2243 3.0469
C -1.9863 -6.1736 -0.0396
C -2.0585 -5.2425 -1.2612
C -1.0858 -5.7389 -2.3457
C -3.4791 -5.2779 -1.8236
C -1.6339 -3.8481 -0.8451
C -0.3567 -3.6610 -0.2782
C 0.0909 -2.4227 0.0569
Br 1.8286 -2.3221 0.7567
C -0.7154 -1.2310 -0.1778
O -0.2514 -0.0534 -0.0881
C -2.0877 -1.4501 -0.6265
C -2.4558 -2.7294 -0.9820
C -3.1571 -0.3633 -0.7568
C -2.7777 0.9973 -0.1806
C -3.4722 -0.1744 -2.2523
C -4.4273 -0.8260 -0.0161
H -2.3155 -7.1718 -0.3295
H -2.6366 -5.8218 0.7624
H -0.9735 -6.2628 0.3525
H -1.3720 -6.7455 -2.6518
H -0.0578 -5.7809 -1.9860
H -1.1167 -5.0938 -3.2246
H -3.7250 -6.3008 -2.1072
H -3.5789 -4.6580 -2.7161
H -4.2170 -4.9560 -1.0869
H 0.2904 -4.5112 -0.1184
H -3.4467 -2.8767 -1.3789
H -1.9953 1.4617 -0.7702
H -2.4635 0.9318 0.8631
H -3.6527 1.6472 -0.2177
H -2.5902 0.1683 -2.7936
H -4.2539 0.5784 -2.3630
H -3.8268 -1.0978 -2.7107
H -4.2226 -0.9996 1.0418
H -4.8610 -1.7325 -0.4334
H -5.1816 -0.0429 -0.0897
F 0.3462 6.3597 -0.5174
C 0.3541 5.3365 0.3128
F 1.5682 4.7865 0.3353
F 0.0404 5.7464 1.5355
S -0.8894 4.0885 -0.2557
O -0.6855 2.9270 0.6401
O -2.1521 4.7178 -0.1589
N -0.4620 3.7801 -1.7282
S 0.3951 2.5050 -2.0365
O 1.2768 2.2020 -0.8897
O -0.3053 1.4122 -2.6174
C 1.5808 3.1407 -3.3019
F 2.3305 4.0924 -2.7706
F 0.8999 3.6170 -4.3282
F 2.3447 2.1313 -3.6933
C 1.0142 -0.1745 3.5946
O 0.3625 0.1125 2.3589
H 0.9895 -1.2529 3.7391
H 0.4645 0.3140 4.4000
H 2.0482 0.1648 3.5888
```

Summary:
ΔE to the lowest compared entry with this formula, charge and spin in eV: 0.611
Max |F| in eV/Å: 0.7
Expectation value of S²: 0.905
HOMO level (alpha / beta) in eV: -10.8041 / -11.3383
DFT total energy in eV: -157941.2569
2S+1: 2
Charge: +1